(1)
Below is a structure of composition C51H57AsN7PtS at a distorted geometry, with properties calculated with ωB97M-V with the def2-TZVPD basis set.

Maximum force: 2.3 eV/Å
Charge: +1
Spin multiplicity: 3
E_HOMO (spin up / spin down): -8.8 / -10.1 eV

Structure (XYZ):
```
118
Properties=species:S:1:pos:R:3:forces:R:3
C -0.653402 4.742315 0.357988 -0.3 -0.8 -0.2
C -2.255689 2.893219 0.337758 -1.2 0.8 0.2
C 3.815533 5.098859 -1.609816 -0.6 -0.1 -0.1
H 3.173593 -1.089430 2.084615 0.0 0.1 -0.2
H -1.121009 -4.087708 -2.762421 -0.3 -0.2 -0.1
C 2.970722 1.501625 2.598950 -1.6 0.7 1.5
C -5.580149 0.312458 0.591149 0.4 0.1 -0.9
H 2.940770 0.633518 5.026477 0.3 -0.1 0.2
C 2.094810 -5.017610 -2.176632 -0.6 0.2 0.3
H 0.426342 0.005626 -5.106043 0.2 0.4 0.1
C -0.712457 -4.758114 3.712287 0.4 0.0 -0.6
H 0.395951 1.773177 -5.397478 0.1 -0.3 0.6
H 4.856009 5.277987 -1.842963 0.3 0.2 0.2
N 0.916481 1.125298 -3.389579 0.1 0.2 0.1
H -2.331783 0.021639 2.615631 0.9 -0.4 1.0
C -5.214309 -5.268262 -1.017131 -0.1 0.4 -0.4
Pt -1.256259 0.026514 0.198678 0.4 -0.1 0.0
C 1.493686 5.719083 0.147373 -0.4 0.2 -0.5
C -2.612985 -4.565007 1.672506 0.5 -0.3 -0.4
C -1.426178 -3.812559 1.626077 -0.1 0.2 0.0
N -0.370725 0.541035 3.330477 0.3 0.2 0.1
C -0.010198 -3.653729 -0.986767 -0.6 1.1 0.9
N 0.308498 -0.005223 -1.385288 0.0 -0.2 1.5
C 0.887490 -4.902794 -2.827311 -1.1 0.2 0.1
C -4.858429 -4.272392 -1.924289 0.9 0.1 0.4
C -4.671842 2.521832 0.734159 -0.6 0.2 0.3
H 1.943118 0.970342 -5.191858 -0.4 -0.2 0.2
H 5.287275 3.074927 -0.425967 -0.2 0.2 0.0
H 0.446764 -3.316881 2.593471 -0.1 -0.1 0.0
S -2.395560 4.627981 0.469696 0.5 -0.1 0.0
H -6.732996 2.046616 1.130478 0.1 -0.1 0.1
C -1.875909 -5.506890 3.757012 -0.8 -0.1 0.2
H -1.990866 1.127267 -4.864331 -0.1 -0.1 -0.2
H 0.065601 -4.896020 4.451401 -0.1 0.1 0.2
H -6.424453 -0.340064 0.643066 -0.4 -0.4 0.1
N 1.884156 0.782186 3.266149 0.4 -0.3 -0.2
As -1.405272 -2.684781 0.055809 0.1 -0.3 -0.6
H -1.521958 1.895771 4.372581 0.4 0.2 -0.2
C -3.721800 -3.487885 -1.677623 -1.1 -0.4 -0.5
H 2.034518 2.898364 -3.350776 -0.2 0.1 0.0
H -1.117018 2.434995 2.719866 0.1 -0.3 0.3
H 0.724500 -5.415330 -3.760619 0.0 0.1 -0.3
H 0.112170 2.503259 3.989655 0.1 -0.1 0.0
C -1.856227 1.314862 -3.800304 0.8 0.6 -0.5
C 1.576599 -0.348845 -0.855605 0.2 -0.4 0.5
C 2.047165 1.894434 -2.924538 0.2 0.0 0.5
H -2.389081 -1.263251 -3.887585 0.2 0.0 0.3
H 2.953909 1.412516 -3.290613 0.3 0.0 0.2
H 1.285568 -0.006743 5.135681 0.1 0.4 -0.1
C 4.051287 -1.328542 0.131195 -1.4 0.6 -0.4
H 1.745774 2.343465 0.017345 0.0 -0.4 0.0
C -1.462905 -0.372494 3.245717 -0.8 -0.2 -1.9
H -1.110002 -1.273016 2.748788 -0.1 -0.1 0.0
C 2.597454 -0.776247 -1.688399 -0.2 0.0 -1.0
C 4.350678 5.246964 0.846839 -0.9 -0.4 -0.8
N -1.065627 2.436007 0.233312 1.1 -0.4 -0.2
C 3.585300 4.423849 -0.252732 0.4 0.3 0.5
C 1.802185 -0.459989 0.555954 0.1 0.1 -0.6
N 0.725000 -0.133689 1.392582 -0.7 0.2 -0.6
C 0.772527 0.366130 2.595095 0.5 0.0 0.1
C 3.812670 -1.236702 -1.242623 0.8 -0.1 0.2
H 2.087537 1.965455 -1.826262 -0.2 -0.1 -0.8
H -3.759609 -5.959053 2.836166 0.2 0.0 -0.1
H 1.420695 -3.156465 0.595378 -0.3 -0.3 -0.2
C -0.187684 -4.201643 -2.241359 1.0 -0.4 -0.1
N -1.166069 0.240799 -3.148773 0.1 -0.7 0.4
H 3.441480 4.435315 -2.373865 -0.2 -0.3 -0.5
H -1.244533 2.219839 -3.695278 -0.5 -0.1 0.0
C 1.211107 -3.697221 -0.329583 0.8 -0.4 -0.7
C -2.838975 -5.389618 2.745349 0.2 -0.4 1.0
C -3.427282 -4.552200 0.450626 -0.5 0.0 -0.5
H -4.832293 -6.097539 0.909434 -0.1 -0.4 0.1
H 3.207152 -4.472066 -0.462262 0.1 0.1 0.2
H 4.104272 2.584828 0.766725 0.1 0.2 -0.4
H 3.221833 6.017091 -1.706640 0.4 -0.1 0.1
H 2.683628 1.681645 1.598463 -0.1 0.0 -0.8
H 2.992144 2.472092 3.109700 0.4 0.1 -0.2
H -0.303558 6.848025 0.426920 -0.2 0.7 0.0
C -3.230936 0.646525 0.078789 0.4 0.6 0.0
H 2.421793 -0.781941 -2.766896 0.0 0.0 0.3
H 4.106686 6.303028 0.808650 -0.2 0.1 0.1
C -5.761806 1.655541 0.849919 0.3 0.4 0.0
C 2.071021 4.441765 -0.002273 0.8 0.5 0.5
H -4.240619 -1.245602 -0.093202 -0.1 0.5 0.1
H 2.887758 -5.596593 -2.601670 0.4 -0.2 -0.2
H -5.389358 -4.070695 -2.831627 -0.4 -0.2 -0.3
C 3.030923 -0.953582 1.016368 0.2 -0.3 -0.5
H 1.618369 1.771401 5.111191 -0.2 0.0 0.3
H 3.817172 2.301791 -0.944491 -0.3 0.0 -0.2
C -0.720275 1.915313 3.614164 -0.9 0.4 0.3
C 0.898050 0.959687 -4.828561 0.0 0.0 -1.0
H -1.781980 -0.684802 4.212476 -0.5 0.1 0.9
C -1.981641 -0.938701 -2.911695 -0.2 0.4 -0.4
C 0.062146 0.434721 -2.585126 -0.3 0.2 -0.8
C 1.296634 3.311524 0.101293 -1.2 0.1 -0.1
C 2.245919 -4.398666 -0.947773 0.3 0.2 0.6
H 4.556457 -1.499659 -2.010968 -0.3 0.0 0.7
C -0.470625 -3.899008 2.624371 -0.5 -0.2 0.5
C -0.112545 3.437920 0.227423 0.6 1.1 0.2
H -4.792337 3.574639 0.991515 -0.1 -0.2 -0.1
C -4.341017 -0.173067 0.129695 -0.6 -0.5 0.6
H -2.100374 -6.189582 4.589623 0.3 0.4 -0.4
H 4.978229 -1.650667 0.523431 0.8 -0.4 0.3
C 1.913464 0.795167 4.734539 0.0 -0.1 -0.7
H -1.359536 -1.725288 -2.503053 0.0 -0.1 0.1
H -2.818035 1.432322 -3.338194 -0.6 0.3 0.3
H 4.205437 4.859037 1.847059 -0.2 -0.1 0.2
C -3.007678 -3.635831 -0.520370 0.4 0.1 0.7
C 4.207138 3.021224 -0.236396 0.4 0.0 0.6
H 2.096984 6.614140 0.014101 0.0 -0.2 0.3
H -2.848735 -0.718945 -2.267137 0.4 0.0 0.0
C -4.514452 -5.397941 0.159867 0.8 0.8 0.8
H 5.387321 5.162873 0.615864 0.9 0.0 -0.1
C 0.136993 5.887053 0.313182 0.3 -0.9 0.2
H -6.045562 -5.927626 -1.196891 -0.2 0.0 -0.2
H 3.925650 1.036758 2.659755 0.7 -0.6 0.1
H -3.460202 -2.761355 -2.413320 0.2 0.3 -0.3
C -3.435290 2.033913 0.375100 0.4 -1.0 -0.3
```
Forces are in eV/Å.

Mulliken atomic charge list, values in e, 99 entries: C 0.84; C 0.28; C -1.32; H 0.63; H 0.44; C -0.76; C -1.01; H 0.41; C -0.92; H 0.36; C -0.93; H 0.32; H 0.41; N 0.52; H 0.21; C -0.90; Pt 2.68; C -0.62; C 0.53; C 0.04; N 0.32; C 1.15; N 0.51; C -0.84; C -1.04; C -0.77; H 0.40; H 0.52; H 0.29; S -0.46; H 0.40; C -0.89; H 0.30; H 0.46; H 0.52; N 0.82; As 1.33; H 0.45; C -0.01; H 0.77; H 0.10; H 0.44; H 0.16; C -1.39; C -0.81; C -0.57; H 0.66; H 0.46; H 0.26; C -1.51; H -1.59; C -0.99; H -0.08; C -0.06; C -1.82; N 0.58; C 2.27; C -0.40; N 0.34; C -0.62; C -1.17; H -0.65; H 0.40; H -0.14; C -0.15; N 0.58; H 0.11; H 0.48; C -0.14; C -0.62; C -0.24; H 0.40; H 0.45; H 0.04; H 0.36; H -0.46; H 0.59; H 0.50; C -0.71; H 0.63; H 0.35; C -0.99; C 1.04; H 0.22; H 0.47; H 0.49; C 0.11; H 0.36; H 0.13; C -0.73; C -1.16; H 0.51; C -1.15; C -0.52; C 1.27; C -0.81; H 0.40; C 0.06; C -2.12


(2)
Below is the molecule C6H10O, with properties calculated with ωB97M-V with the def2-TZVPD basis set.

SMILES: C[C@H]1C[C@H]1CC=O
Maximum force: 0.5 eV/Å
Charge: 0
E_HOMO: -9.7 eV

Structure (XYZ):
```
17
Properties=species:S:1:pos:R:3:forces:R:3
C 1.055064 0.464262 -0.782920 0.0 0.1 -0.1
C -0.040364 -0.558585 -0.576961 -0.1 0.0 -0.1
O -2.143641 -2.467677 0.214194 0.0 0.5 0.1
H -0.318661 -1.141563 -1.452550 0.0 0.1 0.2
H 1.517358 -0.743976 1.022168 -0.1 0.0 -0.2
C 1.051299 1.783617 -0.040713 0.0 0.0 0.1
H 2.062219 2.202433 0.018005 -0.1 -0.1 0.0
C -1.191910 -0.238890 0.355703 0.1 0.0 0.0
H 1.451391 0.531899 -1.795255 -0.1 -0.1 0.2
C -2.210652 -1.328132 0.604419 0.1 -0.3 -0.1
H -0.803056 0.031630 1.345463 -0.1 0.0 0.0
H 0.691713 1.666526 0.987234 0.1 0.0 -0.2
H 0.410087 2.522253 -0.535763 0.1 -0.1 0.1
C 1.351046 -0.812757 -0.051722 0.1 -0.1 0.1
H 1.964474 -1.562986 -0.543507 -0.2 0.1 0.1
H -3.084282 -0.990827 1.211276 0.2 -0.1 -0.1
H -1.762083 0.642774 0.020930 0.1 -0.1 0.0
```
Forces are in eV/Å.

Need the Mulliken charges? In units of e they are: C 0.15; C 0.07; O -0.47; H 0.37; H 0.25; C -1.38; H 0.38; C -0.54; H 0.35; C -0.11; H 0.22; H 0.27; H 0.32; C -0.79; H 0.26; H 0.33; H 0.32


(3)
Below is a structure of composition C4HO4 at a distorted geometry, with properties calculated with ωB97M-V with the def2-TZVPD basis set.

Maximum force: 4.2 eV/Å
Charge: -1
E_HOMO: -5.0 eV

Structure (XYZ):
```
9
Properties=species:S:1:pos:R:3:forces:R:3
O 2.437449 -0.743491 2.077956 0.1 0.0 0.7
C 1.376631 0.143902 0.134251 -0.7 0.6 0.5
O 2.448630 -2.006649 0.208358 0.1 -0.9 -0.6
C 2.203348 -1.043126 0.914996 -0.7 1.9 -0.7
C 0.260403 0.191018 -0.608708 2.9 1.4 1.4
H -0.312902 -0.586648 -1.021389 -1.2 0.0 -0.9
C 1.305071 1.735280 0.041308 4.0 1.3 0.1
O 1.994409 2.743013 0.214706 -1.9 -2.7 0.2
O 0.251699 1.718780 -0.770896 -2.5 -1.6 -0.8
```
Forces are in eV/Å.

Need the Mulliken charges? In units of e they are: O -0.66; C 0.09; O -0.66; C 0.50; C -0.32; H 0.43; C 0.58; O -0.60; O -0.38


(4)
Below is the molecule C3H3N3O2 at a distorted geometry, with properties calculated with ωB97M-V with the def2-TZVPD basis set.

SMILES: [H]/N=C1N=N/C(=C/O)O/1
Maximum force: 3.6 eV/Å
Charge: 0
E_HOMO: -8.9 eV

Structure (XYZ):
```
11
Properties=species:S:1:pos:R:3:forces:R:3
C 0.388676 -0.355311 0.159024 1.7 0.4 1.0
O 2.092251 1.095250 -0.396670 2.6 2.5 -0.3
C -1.745649 -0.155885 -0.109749 0.1 -1.5 1.0
N -1.388176 -1.542296 0.370093 0.4 1.2 0.0
C 1.693439 -0.021408 0.128654 -1.9 -1.6 0.2
N -0.140890 -1.564704 0.581644 -1.0 0.1 -0.9
H 3.070448 1.202230 -0.192062 -1.8 0.0 -0.6
H 2.448108 -0.670879 0.445301 0.7 -1.3 0.6
H -2.929960 1.238428 -0.556712 -0.1 -0.9 0.1
N -2.922326 0.224132 -0.313202 0.6 1.0 -0.3
O -0.565921 0.550443 -0.116322 -1.2 0.2 -0.9
```
Forces are in eV/Å.

Need the Mulliken charges? In units of e they are: C 0.27; O -0.44; C 0.59; N -0.27; C -0.07; N -0.24; H 0.38; H 0.44; H 0.28; N -0.61; O -0.33


(5)
Below is the molecule C3H3N3O2 at a distorted geometry, with properties calculated with ωB97M-V with the def2-TZVPD basis set.

SMILES: O=C1C=NC(NO)=N1
Maximum force: 5.0 eV/Å
Charge: 0
E_HOMO: -9.7 eV

Structure (XYZ):
```
11
Properties=species:S:1:pos:R:3:forces:R:3
H 2.016333 -1.807961 0.294587 0.8 -1.1 0.6
N 0.041295 0.484123 -1.312711 0.9 -1.0 1.5
C -0.323640 0.322701 -0.062525 0.5 -0.4 -0.7
O -1.912633 0.804081 1.644779 2.5 -1.3 2.0
H -1.968670 1.437098 -0.427927 2.8 -0.7 3.9
C 1.264440 -1.126013 0.046651 -2.3 2.8 -1.3
C 1.153326 -0.382092 -1.409837 -1.8 -0.3 2.2
H -1.160207 0.435387 2.312297 -2.4 1.2 -2.4
N -1.208633 1.153419 0.480260 -3.6 1.1 -3.2
N 0.306357 -0.688221 0.790782 1.2 0.1 -1.0
O 1.792032 -0.632522 -2.356356 1.5 -0.4 -1.6
```
Forces are in eV/Å.

Need the Mulliken charges? In units of e they are: H 0.44; N -0.57; C 0.50; O -0.39; H 0.41; C -0.09; C 0.44; H 0.39; N -0.14; N -0.53; O -0.46


(6)
Below is a cluster of 2 separate species, C4H9NO2 in total at a distorted geometry, with properties calculated with ωB97M-V with the def2-TZVPD basis set.

Maximum force: 3.1 eV/Å
Charge: 0
E_HOMO: -8.3 eV

Structure (XYZ):
```
16
Properties=species:S:1:pos:R:3:forces:R:3
C -2.849310 0.473145 -0.203153 1.3 -2.0 -1.7
H 3.418022 -0.973556 -0.080860 -0.5 -1.2 -1.5
H 2.043702 -1.049258 -1.361264 0.1 -0.7 -0.2
H 3.031063 1.691818 1.272175 0.4 -2.6 -1.7
H -0.009730 -1.533820 0.496451 -0.4 0.4 0.3
C 2.242451 0.500690 -0.095446 0.0 0.1 -0.4
H 0.434221 0.970170 -0.245012 0.3 -0.5 0.3
H -1.804771 -1.937306 0.567818 0.1 0.4 -0.2
C -1.349125 0.039540 -0.026252 -1.5 0.7 1.7
N 2.562858 -0.687594 -0.595076 1.0 1.8 2.0
O -0.515291 1.124074 -0.056231 -1.2 0.0 -0.9
H -3.024874 0.315748 -1.346210 -0.3 0.5 2.1
C -1.045723 -1.165176 0.437635 1.0 -1.4 -0.7
H -3.612088 -0.076419 0.443402 1.3 0.7 -1.0
H -2.754826 1.498844 0.028061 -0.8 1.3 0.1
O 3.233423 0.809096 0.763957 -0.7 2.5 1.6
```
Forces are in eV/Å.

Need the Mulliken charges? In units of e they are: C -1.03; H 0.25; H 0.27; H 0.37; H 0.25; C -0.36; H 0.45; H 0.25; C 0.72; N -0.20; O -0.45; H 0.22; C -0.89; H 0.30; H 0.31; O -0.46


Q: Which formula does entry 5 have?
A: C3H3N3O2


Q: Which formula does entry 2 have?
A: C6H10O


Q: Which value of charge does entry 1 give?
A: +1


Q: Which of these has the lowest charge?
A: C4HO4